No. 1
Molecular formula: C20H24F8MnN4O6S3
Method: DFT, the ωB97M-V functional and the def2-TZVPD basis

The geometry in XYZ format:
```
66
Properties=species:S:1:pos:R:3:forces:R:3:lowdin_charge:R:1
Mn 9.6796 9.4528 8.6752 -1.39 0.32 -1.28 0.937
F 8.5512 13.6665 10.7352 -0.52 -0.41 -0.26 0.145
C 7.3696 13.0378 10.6367 -0.15 1.37 1.24 -0.641
F 6.4189 13.9302 10.3680 0.55 -0.69 -0.19 0.175
F 7.0920 12.4639 11.8310 0.20 0.26 -0.99 0.138
S 7.4658 11.6736 9.4209 -0.38 0.16 -0.49 0.676
O 8.5253 10.9103 10.1156 0.59 -1.24 -1.47 -0.320
O 6.1310 11.1568 9.3592 0.83 -0.12 0.07 -0.239
N 7.8829 12.2024 7.9832 0.00 0.39 0.53 -0.269
S 9.1792 12.1741 7.1187 0.84 -0.71 -0.16 0.650
O 10.3019 11.4028 7.7509 -0.97 -1.37 0.59 -0.364
O 8.9113 11.8696 5.7430 0.01 0.04 0.89 -0.255
C 10.0110 13.8118 7.0430 0.70 1.55 -0.15 -0.622
F 11.1042 13.6724 6.2437 -1.16 -0.04 0.90 0.133
F 9.1796 14.6963 6.4966 0.40 -0.50 0.30 0.168
F 10.4139 14.2672 8.2481 -0.45 -0.70 -0.92 0.145
F 14.4424 10.7898 10.7244 -2.17 -1.24 0.39 0.150
C 13.2626 10.1407 10.9052 1.97 0.67 0.92 -0.134
C 12.3415 10.1108 9.8494 -1.09 -0.51 -0.39 0.061
C 11.1402 9.4617 10.0445 -0.17 0.72 -2.47 -0.101
C 10.7771 8.8044 11.2102 -1.32 -0.90 0.65 -0.028
C 11.7357 8.9146 12.2492 1.07 -0.35 2.41 -0.115
F 11.4180 8.3437 13.4403 0.50 0.67 -1.30 0.117
C 12.9776 9.5444 12.1510 -1.02 -0.21 -0.23 0.141
C 9.4701 8.0768 11.2486 0.97 0.18 0.16 -0.148
C 8.8578 7.4618 12.3550 -0.03 0.18 0.05 0.090
C 7.5667 6.9027 12.2137 0.85 0.33 -0.04 0.030
C 6.9596 6.8912 10.9764 0.65 0.32 0.25 0.040
C 7.6612 7.4517 9.9095 0.85 0.28 -0.30 -0.034
N 8.8580 8.0265 10.0361 -0.20 0.64 -0.64 0.043
H 12.5518 10.5788 8.8977 0.14 0.20 0.06 0.132
H 13.6306 9.6004 13.0212 -0.06 -0.03 -0.34 0.162
H 9.3897 7.4709 13.3055 -0.41 -0.10 -0.21 0.130
H 7.0733 6.4893 13.0689 -0.13 -0.17 0.36 0.129
H 5.9762 6.5035 10.7894 -0.22 -0.21 0.15 0.133
H 7.2497 7.4289 8.9156 0.01 0.21 -0.17 0.111
C 5.3609 9.0573 6.8114 0.39 -0.62 0.45 -0.196
S 7.0601 9.4526 6.3019 -0.86 -0.68 -1.14 0.963
C 7.5542 7.9999 5.2820 -0.50 0.22 0.57 -0.183
O 7.8370 9.2019 7.5752 1.46 0.03 1.71 -0.644
H 4.6752 9.0796 5.9741 0.06 0.00 -0.32 0.070
H 5.0667 9.8123 7.5339 0.16 0.30 -0.03 0.042
H 5.3120 8.0844 7.3339 0.20 0.29 -0.46 0.072
H 6.8019 7.7687 4.5239 0.09 0.17 0.09 0.072
H 7.7236 7.1434 5.9467 -0.22 0.27 -0.06 0.066
H 8.4981 8.2715 4.8266 0.08 0.12 -0.16 0.042
C 12.9450 5.8540 6.5709 0.75 -0.16 -0.18 -0.034
N 12.0740 6.6925 7.3773 -0.51 0.39 0.17 -0.122
C 11.3463 5.9614 8.4132 -0.13 -0.41 -0.01 -0.022
C 11.6157 7.8911 6.9266 1.38 -0.21 -0.65 -0.448
O 10.4041 8.2122 7.1208 -0.90 1.39 1.73 -0.065
N 12.4406 8.6985 6.2100 -0.70 -0.62 0.80 -0.113
C 13.8910 8.5784 6.1823 0.69 0.38 -0.56 -0.042
C 11.9113 9.7958 5.3950 0.16 0.13 0.14 -0.003
H 12.5401 4.8324 6.5813 0.10 0.33 -0.16 0.101
H 13.9598 5.8129 7.0080 -0.37 -0.06 -0.42 0.104
H 12.9735 6.2283 5.5323 0.10 -0.31 0.56 0.107
H 10.9470 5.0257 7.9793 -0.02 0.46 0.24 0.106
H 10.5277 6.5464 8.8341 0.16 -0.04 -0.25 0.057
H 12.0161 5.6661 9.2325 0.03 0.14 -0.25 0.104
H 14.3016 8.0100 7.0200 -0.29 0.08 -0.15 0.089
H 14.3298 9.6004 6.2121 -0.34 -0.61 0.04 0.112
H 14.2093 8.1211 5.2238 0.01 0.19 0.56 0.110
H 10.8642 9.6125 5.1609 0.14 0.04 -0.12 0.087
H 12.5370 9.8334 4.4910 -0.45 0.12 0.18 0.112
H 11.9802 10.7533 5.9357 0.04 -0.31 -0.25 0.089
```
Forces are in eV/Å.

## Properties
- charge = +2
- E_tot (Eh) = -4590.80768
- <S²> = 4.2462
- E_LUMO (alpha / beta) (eV) = -7.58 / -10.68
- multiplicity = 4
- HOMO-LUMO gap (alpha / beta) (eV) = 7.2962 / 4.2094

No. 2
Molecular formula: C20H24FN3OS
Method: DFT, the ωB97M-V functional and the def2-TZVPD basis

The geometry in XYZ format:
```
50
Properties=species:S:1:pos:R:3:forces:R:3:lowdin_charge:R:1
C 6.8356 7.2125 1.0600 -0.01 0.01 -0.05 -0.053
C 5.8200 6.1266 0.8789 -0.02 -0.03 0.07 -0.285
C 5.3973 5.7661 -0.3978 -0.03 -0.02 0.08 -0.045
C 4.4678 4.7651 -0.5807 -0.06 -0.07 0.05 -0.115
C 3.9332 4.1006 0.5194 -0.26 -0.21 0.14 -0.535
S 2.7393 2.8397 0.1663 0.00 -0.21 0.03 0.963
C 2.5581 1.9539 1.7561 0.26 0.37 -0.23 -0.361
C 1.7786 0.6548 1.5782 0.29 0.43 0.07 -0.537
O 2.1327 -0.3639 2.1275 0.01 -0.15 0.05 0.076
N 0.6755 0.7975 0.8047 -0.20 0.34 -0.25 0.105
C -0.2398 -0.1821 0.4032 -0.36 -0.41 -0.11 -0.217
C -0.1865 -1.5058 0.8300 0.25 0.05 0.09 -0.008
C -1.1230 -2.4139 0.3886 -0.21 0.21 -0.25 -0.003
C -2.1527 -2.0770 -0.5029 0.32 0.46 0.17 -0.169
N -3.0814 -3.0306 -0.8709 -0.37 -0.25 -0.06 -0.098
C -4.3605 -2.6779 -1.4438 -0.42 -0.02 0.17 -0.152
C -5.3790 -3.7581 -1.0784 0.07 0.19 -0.18 -0.188
N -4.9410 -5.0528 -1.5630 0.02 0.03 0.07 -0.234
C -5.9352 -6.0782 -1.3415 0.03 0.03 -0.01 -0.105
C -3.6667 -5.3881 -0.9576 0.22 0.06 -0.20 -0.191
C -2.6404 -4.3267 -1.3406 0.04 -0.28 0.04 -0.144
C -2.1714 -0.7372 -0.9121 0.09 -0.09 -0.01 -0.192
F -3.0976 -0.2880 -1.8012 0.14 -0.14 0.10 0.046
C -1.2534 0.1923 -0.4712 0.10 -0.10 0.13 0.049
C 4.3343 4.4550 1.7968 -0.04 -0.06 -0.06 -0.092
C 5.2746 5.4580 1.9642 0.08 0.08 -0.06 -0.043
H 7.7466 6.9755 0.5121 0.09 0.05 0.01 0.082
H 7.0847 7.3427 2.1100 0.05 0.05 0.05 0.073
H 6.4526 8.1567 0.6741 0.04 0.09 0.01 0.082
H 5.8076 6.2748 -1.2581 0.05 0.05 -0.10 0.116
H 4.1464 4.4849 -1.5725 0.01 -0.01 -0.15 0.101
H 2.0249 2.5993 2.4586 0.06 -0.10 0.07 0.093
H 3.5477 1.7138 2.1431 -0.15 -0.08 0.03 0.092
H 0.5247 1.7072 0.3873 0.09 -0.09 0.14 0.097
H 0.5871 -1.8141 1.5123 0.01 -0.02 0.02 0.101
H -1.0718 -3.4257 0.7583 -0.04 -0.10 0.05 0.113
H -4.7014 -1.7289 -1.0318 0.04 -0.06 -0.07 0.124
H -4.3023 -2.5949 -2.5387 -0.05 0.05 0.05 0.130
H -6.3371 -3.5173 -1.5442 -0.01 0.01 0.03 0.121
H -5.5161 -3.7663 0.0191 -0.01 0.01 -0.05 0.129
H -5.5733 -7.0188 -1.7544 -0.05 -0.08 0.01 0.083
H -6.8529 -5.8013 -1.8583 -0.07 -0.05 0.01 0.083
H -6.1644 -6.2281 -0.2742 -0.01 -0.01 0.02 0.087
H -3.3441 -6.3611 -1.3354 0.00 0.00 0.03 0.121
H -3.7419 -5.4459 0.1440 0.02 -0.01 -0.04 0.129
H -1.6672 -4.5720 -0.9187 -0.05 0.01 -0.03 0.113
H -2.5527 -4.3132 -2.4386 0.07 -0.06 0.04 0.132
H -1.3278 1.2043 -0.8405 -0.04 0.11 -0.07 0.126
H 3.9289 3.9655 2.6681 -0.05 -0.06 0.05 0.094
H 5.5834 5.7210 2.9659 0.05 0.05 0.09 0.111
```
Forces are in eV/Å.

## Properties
- structure (SMILES) = Cc1ccc(SCC(=O)Nc2ccc(N3CCN(C)CC3)c(F)c2)cc1
- E_tot (Eh) = -1514.08384
- E_LUMO (eV) = 0.76
- multiplicity = 1
- HOMO-LUMO gap (eV) = 8.2957
- energy above the lowest of the compared OMol25 structures with the same formula, charge and spin (eV) = 0.146

No. 3
Molecular formula: C20H24FN4O3RuSSi
Method: DFT, the ωB97M-V functional and the def2-TZVPD basis

The geometry in XYZ format:
```
55
Properties=species:S:1:pos:R:3:forces:R:3:lowdin_charge:R:1
Ru 0.3343 0.9941 0.3742 -1.60 -1.29 -0.35 1.129
O -0.9160 1.9334 -3.0742 0.03 0.00 -0.18 0.057
C -1.2559 1.2895 -2.0883 0.05 -0.45 0.13 -0.597
O -0.4950 0.4700 -1.4289 0.37 0.58 -0.66 -0.175
C -2.6505 1.3876 -1.5714 -0.16 0.06 -0.03 -0.168
C -3.7138 1.2361 -2.4575 -0.01 0.11 0.01 -0.025
C -5.0221 1.3215 -2.0158 0.02 0.01 0.02 -0.086
C -5.2689 1.5775 -0.6719 0.01 0.01 0.00 -0.089
C -4.2168 1.7296 0.2144 -0.04 -0.01 0.02 -0.128
C -2.8937 1.6319 -0.2209 -0.02 -0.19 0.24 -0.550
S -1.6478 1.9397 1.0118 -0.11 -0.03 0.14 0.678
H -3.4927 1.0556 -3.5020 0.01 0.01 0.01 0.119
H -5.8418 1.1956 -2.7107 0.00 -0.01 0.01 0.100
H -6.2863 1.6531 -0.3094 0.00 -0.01 0.00 0.102
H -4.4101 1.9185 1.2633 -0.01 0.00 -0.01 0.095
C 1.7891 3.2446 2.5207 0.13 0.33 0.03 -0.184
Si 2.2588 1.4784 2.8499 -0.32 -0.15 -0.37 0.385
C 2.6725 1.3836 4.6654 -0.03 -0.23 0.21 -0.191
C 3.7467 0.9051 1.8984 0.28 0.08 -0.02 -0.167
N 0.9027 0.5168 2.2357 0.84 0.60 0.25 -0.215
C 0.3617 -0.6447 2.7923 0.14 0.73 0.04 -0.295
C 0.4000 -0.9716 4.1527 -0.05 -0.09 0.17 -0.025
C -0.1491 -2.1554 4.6252 0.08 0.12 -0.03 -0.086
C -0.7634 -3.0520 3.7624 -0.01 -0.05 0.03 -0.095
C -0.8399 -2.7451 2.4127 -0.03 0.04 -0.14 -0.011
C -0.2882 -1.5617 1.9875 -0.18 -0.24 -0.16 -0.219
F -0.3593 -1.2303 0.6558 0.00 0.31 0.07 -0.007
H 2.6235 3.9231 2.7268 -0.05 -0.02 0.08 0.035
H 0.9475 3.5270 3.1595 0.03 0.01 0.01 0.037
H 1.4877 3.3992 1.4886 0.01 0.03 -0.02 -0.018
H 3.5494 2.0172 4.8288 -0.03 0.01 0.00 0.037
H 2.9356 0.3725 4.9821 0.05 0.04 0.03 0.029
H 1.8687 1.7497 5.3078 0.02 0.01 -0.01 0.035
H 4.6071 1.5658 2.0432 -0.01 -0.05 0.03 0.035
H 3.5375 0.8502 0.8311 0.01 -0.01 0.00 -0.002
H 4.0280 -0.0956 2.2381 0.02 0.01 -0.02 0.037
H 0.8475 -0.2716 4.8411 -0.01 -0.05 0.03 0.080
H -0.1016 -2.3752 5.6839 0.01 0.02 0.00 0.103
H -1.1851 -3.9761 4.1331 -0.01 0.01 -0.01 0.101
H -1.3201 -3.3986 1.6967 0.01 0.01 0.00 0.122
C 0.5383 4.6499 -3.6910 -0.05 -0.06 -0.03 -0.012
N 1.0481 3.8496 -2.6004 0.24 0.10 0.01 -0.081
C 1.9562 2.7335 -2.8269 -0.09 0.05 -0.03 -0.014
C 1.8620 2.0217 -1.5022 0.16 0.25 0.09 -0.476
O 2.3887 0.9906 -1.1407 0.15 -0.37 0.03 0.046
N 0.9684 2.6748 -0.6904 0.39 -0.37 -0.10 0.015
C 0.4234 3.6546 -1.4390 -0.20 0.07 0.54 -0.409
N -0.5979 4.3736 -0.9790 -0.13 -0.02 -0.09 0.229
H 1.3735 5.0376 -4.2710 0.01 -0.01 0.00 0.096
H -0.0170 5.5021 -3.3041 0.03 0.01 0.01 0.088
H -0.1107 4.0481 -4.3301 -0.03 0.00 0.01 0.096
H 2.9695 3.0486 -3.0727 0.01 0.04 0.04 0.143
H 1.5579 2.0717 -3.5984 0.00 -0.01 -0.02 0.144
H -1.0609 3.9579 -0.1683 0.01 0.00 0.02 0.038
H -1.2000 4.8292 -1.6446 0.04 0.05 0.00 0.116
```
Forces are in eV/Å.

## Properties
- E_tot (Eh) = -2103.79322
- <S²> = 0.7593
- E_LUMO (alpha / beta) (eV) = 0.09 / -0.79
- multiplicity = 2
- HOMO-LUMO gap (alpha / beta) (eV) = 7.5878 / 6.7806
- energy above the lowest of the compared OMol25 structures with the same formula, charge and spin (eV) = 0.957

No. 4
Molecular formula: C20H24FNOP2Pm
Method: DFT, the ωB97M-V functional and the def2-TZVPD basis

The geometry in XYZ format:
```
50
Properties=species:S:1:pos:R:3:forces:R:3:lowdin_charge:R:1
C -1.6729 2.9526 -3.4540 0.11 -1.26 0.47 -0.041
C -1.3174 1.6292 -3.2258 -0.50 0.47 -0.40 -0.207
C -0.0563 1.1675 -3.7259 1.08 -0.20 -0.30 -0.166
C 0.9531 2.1304 -4.1067 -0.48 -0.49 0.41 -0.137
C 0.5461 3.4766 -4.2933 -0.72 0.67 0.16 -0.015
C -0.7548 3.8658 -4.0054 1.19 0.17 -0.70 -0.057
C 2.2762 1.6841 -4.1561 -0.02 -0.06 -0.27 0.071
C 2.6018 0.3654 -3.8139 -0.53 -0.20 0.24 -0.140
C 1.5137 -0.5152 -3.4754 -0.22 0.92 -0.61 -0.173
C 1.7798 -1.7297 -2.7677 0.51 -0.58 -0.08 -0.214
C 3.0932 -2.1648 -2.6564 -1.21 0.18 0.21 -0.041
C 4.1583 -1.3752 -3.1319 0.46 0.85 -0.72 -0.060
C 3.9249 -0.1280 -3.6913 0.52 -0.71 0.49 -0.016
H -2.6684 3.2871 -3.1687 0.21 0.04 0.08 0.119
H 1.2893 4.1895 -4.6537 -0.28 -0.06 0.14 0.121
H -1.0720 4.8942 -4.1783 0.17 -0.26 0.04 0.113
H 3.0712 2.3920 -4.3830 -0.09 -0.12 -0.13 0.135
H 3.2933 -3.1224 -2.1708 0.03 0.31 -0.05 0.120
H 5.1761 -1.7590 -3.0354 -0.31 0.22 -0.09 0.114
H 4.7456 0.5096 -4.0187 -0.09 -0.21 0.15 0.121
N 0.2361 -0.1451 -3.6932 -0.06 0.24 2.37 0.164
Pm 0.6183 0.5157 1.2924 2.66 -1.99 0.77 1.147
C -2.1498 0.6849 -2.3850 0.34 -0.04 -0.37 -0.275
H -1.9183 -0.3456 -2.6824 -0.25 0.19 -0.05 0.068
H -3.2217 0.8927 -2.5275 0.26 -0.13 0.20 0.104
C 0.6237 -2.4181 -2.0760 0.08 0.35 -0.52 -0.278
H -0.2963 -2.2000 -2.6418 0.30 -0.29 0.16 0.079
H 0.8016 -3.5030 -2.0141 -0.19 0.28 0.07 0.106
P -1.8014 0.7574 -0.5332 -0.91 1.10 -0.81 0.761
P 0.2855 -1.8179 -0.3355 0.68 -1.60 -0.84 0.760
C 1.6809 -2.6402 0.5357 -0.01 -0.16 0.08 -0.276
H 1.6942 -2.3968 1.6084 0.09 -0.13 -0.21 0.037
H 1.5396 -3.7209 0.4114 0.29 0.15 0.15 0.055
H 2.6395 -2.3422 0.0912 -0.20 -0.02 0.16 0.047
C -1.0541 -3.0214 0.0207 -0.18 0.21 0.32 -0.252
H -0.6063 -4.0228 0.0368 -0.25 0.18 -0.03 0.059
H -1.5203 -2.8129 0.9923 0.02 -0.28 -0.32 0.021
H -1.8173 -2.9684 -0.7644 0.12 -0.02 0.21 0.052
C -2.3800 2.4710 -0.2061 0.05 -0.04 0.15 -0.290
H -3.4330 2.5607 -0.5005 0.20 0.13 0.08 0.051
H -2.2757 2.6920 0.8639 -0.09 0.09 -0.21 0.039
H -1.7672 3.1823 -0.7698 -0.08 -0.13 0.20 0.038
C -3.3089 -0.1479 -0.0207 -0.07 -0.17 0.03 -0.274
H -3.2656 -0.3915 1.0432 -0.29 0.00 -0.18 0.010
H -4.1760 0.4967 -0.2157 0.11 -0.34 0.07 0.055
H -3.4023 -1.0767 -0.5973 -0.05 0.16 0.20 0.047
C -1.1668 -0.6576 2.4509 -4.92 -3.53 3.88 -0.064
O -1.9322 -1.2746 3.0733 3.48 2.71 -2.78 0.147
H 0.4741 2.0386 0.5570 -0.48 3.36 -1.49 -0.188
F 2.1805 0.3890 2.6720 -0.49 0.04 -0.37 -0.596
```
Forces are in eV/Å.

## Properties
- charge = +1
- E_tot (Eh) = -2297.19540
- <S²> = 6.0100
- E_LUMO (alpha / beta) (eV) = -4.80 / -4.75
- multiplicity = 5
- HOMO-LUMO gap (alpha / beta) (eV) = 5.7244 / 5.7756
- energy above the lowest of the compared OMol25 structures with the same formula, charge and spin (eV) = 0.000